Molecular formula: C16H26N6O8S2
Method: DFT, ωB97M-V/def2-TZVPD

**Energy above the lowest of the compared OMol25 structures with the same formula, charge and spin**: 29.53 kcal/mol
**HOMO level**: -10.7 eV
**Structure (SMILES)**: O=S1(=O)OCCO1.O=S1(=O)OCCO1.CC#N.CC#N.CC#N.CC#N.CC#N.CC#N
**E**: -2351.923659 Eh

CARTESIAN COORDINATES (ANGSTROEM)
O 7.03 -3.04 -0.77
S 6.00 -3.67 -1.55
O 6.23 -4.59 -2.63
O 4.99 -4.52 -0.54
C 3.63 -4.37 -0.84
C 3.53 -2.88 -1.32
O 4.81 -2.58 -1.89
H 3.39 -5.08 -1.62
H 3.06 -4.60 0.07
H 3.27 -2.33 -0.42
H 2.77 -2.70 -2.08
O -3.89 0.02 0.46
S -4.57 -0.54 1.64
O -4.73 0.35 2.78
O -6.06 -1.25 1.31
C -6.29 -2.38 2.14
C -4.91 -3.06 2.27
O -3.95 -1.92 2.29
H -6.71 -1.96 3.06
H -6.96 -3.04 1.58
H -4.65 -3.71 1.45
H -4.79 -3.61 3.21
C -1.40 5.68 -1.97
C -1.36 4.17 -2.01
N -1.29 3.05 -2.13
H -0.47 6.16 -1.68
H -2.14 5.97 -1.22
H -1.60 6.15 -2.94
C 3.58 0.48 -2.27
C 4.77 0.68 -1.40
N 5.72 0.76 -0.69
H 2.80 1.04 -1.76
H 3.33 -0.57 -2.36
H 3.66 0.98 -3.23
C -2.76 -1.72 -2.06
C -3.79 -2.77 -1.69
N -4.57 -3.56 -1.41
H -2.04 -1.59 -1.25
H -3.21 -0.73 -2.02
H -2.36 -1.76 -3.07
C 0.98 4.18 0.44
C 0.47 4.85 1.62
N 0.04 5.32 2.59
H 2.06 4.29 0.44
H 0.74 4.73 -0.47
H 0.76 3.12 0.30
C -0.39 0.76 0.23
C 0.26 -0.52 -0.08
N 0.81 -1.50 -0.42
H -0.36 0.86 1.32
H -1.40 0.71 -0.18
H 0.25 1.44 -0.33
C 1.02 1.84 3.95
C 1.87 1.76 2.73
N 2.60 1.77 1.81
H 1.45 2.50 4.70
H 0.81 0.81 4.24
H 0.00 2.12 3.69



Molecular formula: C41H105ClN7O18
Method: DFT, ωB97M-V/def2-TZVPD

**Energy above the lowest of the compared OMol25 structures with the same formula, charge and spin**: 0.00 kcal/mol
**HOMO level**: -6.1 eV
**E**: -3822.426331 Eh
**Net charge**: -1

CARTESIAN COORDINATES (ANGSTROEM)
Cl 2.31 -1.15 0.34
O 2.05 0.21 0.79
O 3.72 -1.47 0.31
O 1.65 -2.05 1.25
O 1.72 -1.29 -0.98
C 1.69 3.37 2.42
O 0.36 3.37 2.00
C -0.04 4.62 1.48
C -1.18 4.39 0.51
N -2.39 4.02 1.24
C -3.51 3.87 0.27
C -4.81 3.55 0.96
O -4.64 2.42 1.77
C -5.85 1.97 2.30
H 2.42 3.86 1.77
H 1.97 2.32 2.55
H 1.85 3.73 3.46
H 0.82 5.09 1.00
H -0.37 5.28 2.30
H -0.86 3.59 -0.16
H -1.30 5.34 -0.04
H -2.62 4.90 1.72
H -3.19 3.06 -0.38
H -3.64 4.83 -0.25
H -5.59 3.32 0.22
H -5.17 4.40 1.56
H -6.19 2.69 3.05
H -5.68 1.00 2.76
H -6.64 1.85 1.53
C 4.81 2.10 -0.10
O 5.03 3.48 0.17
C 6.34 3.80 0.49
C 6.44 5.26 0.84
N 6.04 6.08 -0.30
C 6.18 7.50 -0.05
C 4.99 8.15 0.67
O 3.81 7.80 0.06
C 2.65 8.22 0.73
H 3.78 1.97 -0.40
H 5.01 1.49 0.78
H 5.52 1.77 -0.87
H 6.99 3.57 -0.38
H 6.78 3.13 1.24
H 7.49 5.43 1.07
H 5.79 5.46 1.71
H 5.07 5.88 -0.51
H 6.23 8.03 -1.01
H 7.08 7.74 0.51
H 5.19 9.24 0.59
H 5.00 7.94 1.75
H 2.59 7.80 1.74
H 1.81 7.86 0.14
H 2.61 9.32 0.80
C -0.43 -5.59 2.97
O -1.02 -4.33 2.79
C -1.11 -3.97 1.43
C -1.66 -2.55 1.32
N -2.90 -2.41 2.09
C -4.04 -2.99 1.43
C -5.25 -2.98 2.35
O -5.07 -3.81 3.48
C -5.09 -5.18 3.16
H -0.47 -5.81 4.04
H 0.62 -5.59 2.66
H -0.92 -6.37 2.36
H -1.78 -4.68 0.91
H -0.14 -4.01 0.92
H -1.87 -2.37 0.26
H -0.89 -1.85 1.65
H -2.75 -2.85 3.00
H -3.91 -3.97 0.96
H -4.28 -2.31 0.60
H -6.13 -3.33 1.77
H -5.46 -1.97 2.69
H -4.18 -5.46 2.62
H -5.96 -5.44 2.54
H -5.16 -5.77 4.07
C -3.65 -0.35 4.78
O -3.60 0.98 4.37
C -4.02 1.88 5.36
C -3.60 3.28 4.97
N -2.32 3.39 4.28
C -1.16 3.09 5.13
C -0.76 1.63 5.23
O -0.72 1.08 3.95
C 0.19 0.02 3.84
H -4.69 -0.68 4.94
H -3.05 -0.53 5.69
H -3.20 -0.99 4.02
H -3.65 1.54 6.34
H -5.12 1.84 5.41
H -3.68 3.96 5.84
H -4.35 3.67 4.28
H -2.19 4.38 4.11
H -1.36 3.50 6.15
H -0.29 3.66 4.77
H -1.48 1.08 5.87
H 0.17 1.46 5.79
H -0.01 -0.74 4.61
H 1.23 0.36 3.97
H 0.12 -0.41 2.85
C -5.08 -9.02 -3.72
O -4.17 -8.05 -4.16
C -4.79 -6.88 -4.70
C -5.12 -5.88 -3.60
N -4.12 -4.81 -3.57
C -4.34 -3.86 -2.50
C -3.20 -2.88 -2.42
O -2.07 -3.54 -1.90
C -0.85 -2.92 -2.30
H -5.85 -9.22 -4.47
H -5.58 -8.70 -2.80
H -4.50 -9.92 -3.54
H -5.69 -7.17 -5.25
H -4.03 -6.48 -5.37
H -5.18 -6.36 -2.61
H -6.10 -5.42 -3.77
H -3.20 -5.22 -3.43
H -4.57 -4.32 -1.52
H -5.25 -3.30 -2.76
H -3.48 -2.00 -1.82
H -3.02 -2.49 -3.43
H -0.48 -3.33 -3.24
H -0.09 -3.06 -1.53
H -0.98 -1.84 -2.38
C 3.38 -6.92 -3.58
O 3.79 -5.60 -3.40
C 2.72 -4.67 -3.51
C 3.20 -3.31 -3.07
N 4.33 -2.85 -3.87
C 4.94 -1.66 -3.31
C 6.00 -1.94 -2.24
O 7.19 -2.51 -2.76
C 7.88 -1.68 -3.65
H 2.85 -7.08 -4.53
H 2.69 -7.25 -2.78
H 4.25 -7.57 -3.49
H 1.93 -5.00 -2.81
H 2.27 -4.64 -4.51
H 3.37 -3.28 -1.99
H 2.39 -2.61 -3.29
H 5.03 -3.58 -3.98
H 4.18 -0.99 -2.89
H 5.42 -1.07 -4.10
H 5.55 -2.64 -1.53
H 6.23 -1.00 -1.74
H 7.38 -1.64 -4.61
H 8.89 -2.09 -3.73
H 7.99 -0.66 -3.26
C 0.64 2.40 -5.09
C 1.44 1.72 -4.00
C 1.42 2.48 -2.70
O 2.01 3.75 -2.86
C 1.92 4.55 -1.69
N 0.92 0.34 -3.78
H 1.12 3.32 -5.43
H -0.38 2.60 -4.76
H 0.62 1.75 -5.97
H 2.48 1.61 -4.33
H 1.93 1.89 -1.92
H 0.40 2.62 -2.33
H 2.29 4.03 -0.79
H 0.90 4.93 -1.57
H 2.66 5.35 -1.79
H 1.36 -0.03 -2.93
H 1.35 -0.22 -4.51
C -0.96 0.63 -0.67
O -0.69 1.05 0.68
H -1.81 1.17 -1.08
H -0.04 0.88 -1.19
H -1.08 -0.46 -0.69
H 0.28 0.98 0.72



Molecular formula: C8H19NO
Method: DFT, ωB97M-V/def2-TZVPD

**Energy above the lowest of the compared OMol25 structures with the same formula, charge and spin**: 60.17 kcal/mol
**HOMO level**: -9.1 eV
**Structure (SMILES)**: CCN(C)C(C)=O.CCC
**E**: -446.136842 Eh

CARTESIAN COORDINATES (ANGSTROEM)
C -0.93 -2.99 -1.14
C -0.02 -1.72 -1.19
N -0.87 -0.56 -1.52
C -1.03 0.42 -0.42
C -0.69 0.25 -2.68
C 0.66 0.22 -3.38
O -1.61 0.91 -3.08
H -0.51 -3.85 -1.65
H -1.95 -2.69 -1.26
H -0.91 -3.38 -0.12
H 0.20 -1.55 -0.15
H 0.97 -1.83 -1.62
H -0.70 0.18 0.59
H -0.31 1.21 -0.64
H -2.07 0.69 -0.23
H 1.06 1.24 -3.31
H 1.28 -0.50 -2.87
H 0.56 0.04 -4.45
C 1.77 0.78 2.38
C 0.40 0.82 3.07
C -0.40 2.06 2.60
H 2.53 1.23 3.03
H 1.87 1.34 1.44
H 2.15 -0.21 2.14
H -0.19 -0.05 2.78
H 0.57 0.95 4.14
H -0.20 2.95 3.20
H -0.16 2.17 1.55
H -1.46 1.90 2.80



Molecular formula: H44NaO22
Method: DFT, ωB97M-V/def2-TZVPD

**Energy above the lowest of the compared OMol25 structures with the same formula, charge and spin**: 15.03 kcal/mol
**HOMO level**: -12.9 eV
**E**: -1843.863326 Eh
**Net charge**: +1

CARTESIAN COORDINATES (ANGSTROEM)
Na -0.71 -12.35 -1.39
O 1.04 -15.44 1.44
H 0.21 -15.25 1.87
H 0.98 -15.02 0.59
O -3.55 -12.35 -5.04
H -3.18 -13.23 -4.99
H -3.30 -12.03 -5.91
O 1.82 -9.82 -3.40
H 2.09 -10.51 -2.80
H 2.61 -9.63 -3.92
O -1.10 -14.79 -1.65
H -1.88 -15.25 -1.98
H -1.06 -15.02 -0.72
O -1.78 -8.91 -2.83
H -1.31 -8.65 -2.03
H -2.50 -8.29 -2.89
O -4.73 -13.07 -2.06
H -4.79 -12.85 -2.99
H -3.93 -12.63 -1.77
O 0.43 -10.20 -1.06
H 0.59 -9.50 -1.69
H 0.81 -9.87 -0.24
O -2.61 -10.61 0.45
H -3.42 -10.35 0.01
H -2.20 -9.78 0.70
O -3.75 -15.73 -2.41
H -4.39 -15.42 -1.76
H -4.28 -16.24 -3.03
O 0.01 -13.88 -4.74
H 0.09 -13.08 -5.26
H -0.92 -13.89 -4.48
O -2.51 -12.00 3.23
H -2.51 -11.74 2.31
H -3.41 -12.27 3.40
O -1.57 -13.35 0.80
H -1.62 -12.48 1.19
H -1.47 -13.95 1.54
O -1.38 -8.22 0.65
H -1.96 -7.69 1.20
H -0.52 -7.82 0.76
O -2.34 -11.56 -2.93
H -2.15 -10.63 -3.03
H -2.76 -11.81 -3.76
O -0.60 -16.90 -3.81
H -0.28 -16.00 -3.77
H -0.78 -17.13 -2.90
O 1.47 -12.37 1.00
H 1.08 -11.86 1.72
H 2.39 -12.46 1.23
O -0.01 -8.01 -5.14
H -0.63 -7.30 -4.96
H 0.20 -8.37 -4.27
O 2.10 -15.41 -3.77
H 2.94 -15.07 -4.10
H 1.49 -14.68 -3.90
O 2.34 -12.80 -2.14
H 3.08 -12.21 -2.27
H 2.70 -13.52 -1.62
O -2.47 -14.84 -4.92
H -2.73 -15.29 -4.12
H -2.06 -15.52 -5.45
O 0.44 -9.83 2.55
H 0.70 -9.13 1.94
H -0.14 -9.40 3.18
O 1.62 -16.40 -1.17
H 1.69 -17.35 -1.13
H 1.83 -16.18 -2.07